The following is a DFT calculation (ωB97M-V with the def2-TZVPD basis set) of C48H52CrN5O2P2SSe4 as an isolated structure.

Values from the calculation:
HOMO level (alpha / beta) = -9.38 / -9.38 eV
E_LUMO (alpha / beta) = -1.77 / -1.90 eV
spin multiplicity = 5
ΔE to the lowest compared entry with this formula, charge and spin = 0.256 eV
calculated total energy = -14015.57988 Ha
charge = +1
orbital gap (alpha / beta) = 7.60 / 7.48 eV

Geometry (Å):
Se -3.71 -2.40 1.42
Se 0.00 -1.35 2.22
Se 1.97 3.70 -3.52
Se -3.09 -1.73 -2.04
Cr -1.55 -1.52 0.17
S -3.13 1.44 -0.49
P 1.25 0.20 1.37
P 2.25 2.74 -1.69
O -2.75 0.45 0.59
O -0.52 -3.49 -0.51
N 1.28 -4.05 -1.81
N -0.27 -0.23 -0.78
N 0.22 1.11 -2.39
N -0.56 0.13 -2.02
N 0.39 -5.54 -0.25
C -0.43 -5.79 0.92
C 0.35 -4.31 -0.84
C 0.70 0.58 -0.30
C 5.17 -0.08 -2.00
C 1.39 -6.56 -0.53
C 6.26 2.02 -1.60
C 1.60 2.58 4.61
C -3.08 5.41 0.16
C -2.04 -2.72 -3.34
C 0.11 3.69 3.07
C 1.14 4.86 -0.35
C 3.08 3.94 0.75
C 1.39 -2.72 -2.37
C 0.75 3.64 4.30
C 1.95 -6.39 -1.92
C 2.96 -0.37 1.28
C 0.30 2.68 2.14
C 2.16 3.90 -0.29
C -3.27 3.09 1.71
C 5.56 -1.31 1.06
C -3.03 4.16 -0.45
C 2.99 4.93 1.72
C -3.23 5.49 1.54
C -3.15 3.03 0.33
C -5.41 1.37 -1.99
C -4.89 1.24 -0.72
C 4.03 0.49 1.52
C 6.33 0.66 -1.85
C 1.80 1.57 3.68
C 5.02 2.64 -1.49
C 2.39 -4.95 -2.09
C -3.56 -4.26 1.98
C -4.90 -2.74 -0.10
C -7.58 0.83 -1.12
C -5.69 0.88 0.36
C 1.03 1.43 -1.36
C 3.20 -1.69 0.92
C 1.16 1.63 2.44
C 1.06 5.84 0.62
C 3.85 1.89 -1.61
C -6.77 1.18 -2.19
C -3.32 4.34 2.31
C -7.04 0.68 0.16
C -4.18 -3.20 -1.36
C 4.50 -2.16 0.80
C 1.99 5.88 1.65
C 3.94 0.53 -1.87
C 5.33 0.01 1.42
H 2.36 -2.36 0.75
H -0.21 2.72 1.19
H -4.90 -3.49 -2.12
H -2.73 -4.33 2.68
H -1.55 -3.55 -2.85
H 0.28 6.59 0.57
H 7.30 0.18 -1.95
H 2.19 -6.50 0.22
H -5.44 -1.81 -0.27
H -1.03 -4.91 1.12
H 3.24 -4.72 -1.44
H 3.03 -0.05 -1.99
H 2.43 0.73 3.93
H 4.68 -3.19 0.53
H -4.48 -4.54 2.49
H 7.16 2.61 -1.51
H 2.71 -4.76 -3.12
H 2.09 2.54 5.57
H 1.62 -2.80 -3.43
H 5.23 -1.14 -2.21
H -7.68 0.42 0.99
H 6.16 0.68 1.61
H 3.86 1.52 1.80
H 0.20 -5.99 1.79
H -3.38 -4.90 1.12
H -1.08 -6.65 0.76
H 3.72 4.96 2.52
H -8.64 0.68 -1.28
H -3.40 4.41 3.39
H 0.46 -2.18 -2.25
H 1.18 -6.63 -2.66
H 6.58 -1.67 0.98
H -7.19 1.28 -3.18
H -5.62 -3.48 0.24
H -2.90 4.08 -1.53
H -2.69 -3.05 -4.15
H -1.31 -2.01 -3.71
H -4.76 1.62 -2.82
H -3.30 2.18 2.29
H -3.26 6.46 2.02
H 0.59 4.43 5.02
H -2.99 6.31 -0.43
H 0.45 4.85 -1.18
H 2.19 -2.15 -1.88
H 3.88 3.22 0.79
H -0.55 4.51 2.83
H 2.79 -7.06 -2.07
H -5.25 0.76 1.35
H 4.97 3.72 -1.35
H 0.91 -7.53 -0.42
H -3.52 -4.05 -1.16
H 1.93 6.66 2.40